a | A 2-piece molecular cluster, C4H9NO2 overall, computed with ωB97M-V/def2-TZVPD.

⟨S²⟩: 0.80
Spin multiplicity: 2
Net charge: +1
HOMO (spin up / spin down) in eV: -16.08 / -15.57
Orbital gap (spin up / spin down) in eV: 6.85 / 6.50

Each line ends with the Mulliken charge.
Atoms and positions in Å:
C1 1.372 0.073 0.984  -0.595
O1 2.521 -0.061 0.313  -0.215
C2 0.282 0.305 -0.098  -0.114
C3 -0.149 -1.053 -0.719  -0.902
C4 -1.185 -0.083 -0.039  1.241
N1 -1.879 0.802 -0.982  -0.459
O2 -1.767 -0.465 0.962  -0.295
H1 1.334 0.804 1.799  0.337
H2 1.064 -0.859 1.478  0.400
H3 3.021 2.345 -1.754  0.159
H4 0.566 0.982 -0.897  0.327
H5 3.280 1.768 -1.349  -0.150
H6 -0.002 -1.160 -1.796  0.324
H7 0.525 -1.810 -0.316  0.299
H8 -2.537 1.251 -0.349  0.334
H9 -2.432 0.333 -1.700  0.309

***

b | An isolated ion of composition C4H9NO2 and charge +1, computed with ωB97M-V/def2-TZVPD.

⟨S²⟩: 0.78
Spin multiplicity: 2
Net charge: +1
HOMO (spin up / spin down) in eV: -14.07 / -14.01
Orbital gap (spin up / spin down) in eV: 9.47 / 3.87

Each line ends with the Mulliken charge.
Atoms and positions in Å:
C1 1.851 0.695 -0.278  -0.822
O1 2.488 0.962 -1.516  -0.480
C2 0.345 0.869 -0.454  -0.371
C3 -0.425 0.438 0.896  -0.573
C4 -1.220 -0.763 0.695  0.575
N1 -2.095 -0.718 -0.394  -0.121
O2 -1.359 -1.710 1.455  -0.314
H1 2.065 -0.325 0.144  0.362
H2 2.337 1.243 0.570  0.396
H3 3.295 0.453 -1.407  0.330
H4 0.145 1.891 -0.789  0.392
H5 -0.011 0.240 -1.284  0.243
H6 0.370 0.283 1.610  0.383
H7 -0.988 1.337 1.145  0.352
H8 -2.045 -0.147 -1.233  0.319
H9 -2.573 -1.622 -0.395  0.330

***

The data favor b; the next most stable structure lies 5.717 eV above it.

***

a | One molecule with the formula C2H4NP, computed with ωB97M-V/def2-TZVPD.

Spin multiplicity: 1
Net charge: 0
HOMO (spin up / spin down) in eV: -8.20 / -7.94
Orbital gap (spin up / spin down) in eV: 6.97 / 6.76

Each line ends with the Mulliken charge.
Atoms and positions in Å:
C1 0.492 -0.680 -0.383  -0.638
C2 -0.432 0.238 0.480  -0.076
N1 -1.002 1.278 0.173  -0.562
P1 1.829 -0.006 0.573  -0.013
H1 0.052 -1.630 -0.103  0.281
H2 0.432 -0.542 -1.451  0.397
H3 -0.562 -0.207 1.548  0.348
H4 -0.809 1.548 -0.837  0.262

***

b | A 2-piece molecular cluster, C2H4NP overall, computed with ωB97M-V/def2-TZVPD.

Spin multiplicity: 1
Net charge: 0
HOMO (spin up / spin down) in eV: -8.94 / -8.00
Orbital gap (spin up / spin down) in eV: 8.45 / 7.93

Each line ends with the Mulliken charge.
Atoms and positions in Å:
C1 0.918 -0.216 -0.624  -0.479
C2 -0.264 0.373 0.056  0.065
N1 -0.911 -0.284 1.050  -0.408
P1 -0.834 -1.188 -0.573  0.035
H1 1.220 0.056 -1.670  0.268
H2 1.835 -0.512 0.014  0.203
H3 -1.546 2.455 -0.053  0.076
H4 -0.418 -0.684 1.801  0.240

***

The data favor a; the next most stable structure lies 3.273 eV above it.

***

a | A 2-piece molecular cluster, C3H7N4 overall, computed with ωB97M-V/def2-TZVPD.

Spin multiplicity: 1
Net charge: +1
HOMO in eV: -14.04
Orbital gap in eV: 8.69

Each line ends with the Mulliken charge.
Atoms and positions in Å:
C1 -2.017 0.807 1.832  -0.232
C2 -1.396 0.031 0.830  -0.185
C3 0.967 -1.472 -2.191  -0.094
N1 -1.094 1.706 2.138  -0.484
N2 -0.138 0.529 0.631  -0.298
N3 -0.005 1.451 1.470  0.118
N4 0.977 -0.261 -1.701  -0.079
H1 -2.924 0.681 2.421  0.371
H2 0.767 -2.389 -1.487  0.268
H3 1.062 -1.623 -3.243  0.298
H4 0.720 2.119 1.578  0.222
H5 0.725 -0.112 -0.721  0.478
H6 1.169 0.534 -2.325  0.282
H7 -1.867 -0.744 0.220  0.335

***

b | An isolated ion of composition C3H7N4 and charge +1, computed with ωB97M-V/def2-TZVPD.

Spin multiplicity: 1
Net charge: +1
SMILES: [H]/N=N/N1C=[NH+]CC1
HOMO in eV: -14.37
Orbital gap in eV: 9.98

Each line ends with the Mulliken charge.
Atoms and positions in Å:
C1 0.903 0.734 -0.109  -0.045
C2 -0.835 -0.734 0.441  -0.395
C3 0.534 -1.268 0.975  -0.461
N1 -1.004 1.990 -1.761  -0.277
N2 -1.554 1.093 -1.218  -0.083
N3 -0.385 0.452 -0.273  0.163
N4 1.500 -0.196 0.593  -0.168
H1 1.347 1.547 -0.506  0.503
H2 -1.426 -1.525 -0.202  0.277
H3 -1.478 -0.607 1.266  0.288
H4 0.679 -1.297 2.124  0.277
H5 0.855 -2.114 0.545  0.342
H6 -1.559 2.493 -2.458  0.307
H7 2.423 -0.568 0.582  0.274

***

The data favor a; the next most stable structure lies 1.075 eV above it.

***

a | An isolated ion of composition C3H7N4 and charge +1, computed with ωB97M-V/def2-TZVPD.

Spin multiplicity: 1
Net charge: +1
SMILES: [H]/N=N/N1C=[NH+]CC1
HOMO in eV: -14.58
Orbital gap in eV: 9.84

Each line ends with the Mulliken charge.
Atoms and positions in Å:
C1 0.007 -1.048 -0.250  -0.024
C2 -0.333 1.210 -0.125  -0.443
C3 -1.689 0.349 0.170  -0.395
N1 2.851 -0.544 0.112  -0.317
N2 2.160 0.419 0.018  0.125
N3 0.596 0.073 -0.373  0.153
N4 -1.340 -1.068 -0.123  -0.206
H1 0.679 -2.005 -0.317  0.350
H2 -0.384 1.777 -1.116  0.276
H3 0.167 1.862 0.602  0.299
H4 -2.115 0.445 1.201  0.291
H5 -2.609 0.833 -0.433  0.279
H6 3.800 -0.497 0.204  0.284
H7 -1.790 -1.805 0.430  0.328

***

b | An isolated ion of composition C3H7N4 and charge +1, computed with ωB97M-V/def2-TZVPD.

Spin multiplicity: 1
Net charge: +1
SMILES: C=C(C)/N=N/N=[NH2+]
HOMO (spin up / spin down) in eV: -14.30 / -14.30
Orbital gap (spin up / spin down) in eV: 7.89 / 7.89

Each line ends with the Mulliken charge.
Atoms and positions in Å:
C1 -1.424 0.729 -1.185  -0.816
C2 -1.153 -0.120 -0.157  0.723
C3 -2.202 -0.747 0.714  -0.957
N1 0.123 -0.346 0.170  0.158
N2 2.242 0.409 0.644  -0.604
N3 1.238 -0.065 0.205  0.711
N4 3.689 -0.142 0.060  -0.351
H1 -0.799 1.363 -1.760  0.301
H2 -2.359 1.109 -1.544  0.303
H3 -1.852 -1.465 1.559  0.297
H4 -2.660 0.143 1.156  0.290
H5 -2.888 -1.310 0.093  0.313
H6 4.321 0.030 0.861  0.315
H7 3.725 0.413 -0.816  0.315

***

c | An isolated ion of composition C3H7N4 and charge +1, computed with ωB97M-V/def2-TZVPD.

Spin multiplicity: 1
Net charge: +1
HOMO in eV: -12.66
Orbital gap in eV: 8.52

Each line ends with the Mulliken charge.
Atoms and positions in Å:
C1 -0.967 -1.144 -0.523  0.075
C2 -0.301 1.245 -0.801  0.543
C3 0.861 1.394 0.169  -1.430
N1 -0.519 2.245 -1.560  0.550
N2 -0.821 3.218 -2.042  -0.580
N3 -0.248 -1.492 0.523  -0.255
N4 -0.841 -0.026 -1.225  -0.089
H1 -1.516 -1.965 -0.889  0.378
H2 0.192 -0.635 0.917  0.112
H3 0.849 2.469 0.219  0.310
H4 1.813 0.907 -0.019  0.345
H5 0.431 1.123 1.138  0.531
H6 -0.480 -2.163 1.190  0.278
H7 -1.226 0.148 -2.127  0.232

***

d | A 2-piece molecular cluster, C3H7N4 overall, computed with ωB97M-V/def2-TZVPD.

Spin multiplicity: 1
Net charge: +1
HOMO in eV: -13.93
Orbital gap in eV: 9.94

Each line ends with the Mulliken charge.
Atoms and positions in Å:
C1 -1.557 0.242 -0.826  0.359
C2 0.805 -0.326 -0.158  0.440
C3 -1.140 0.124 0.549  -0.307
N1 -1.874 0.300 -1.936  -0.292
N2 1.673 0.562 -0.625  -0.351
N3 -1.128 1.180 1.283  -0.300
N4 0.913 -1.646 -0.178  -0.301
H1 -1.110 -0.912 0.919  0.352
H2 1.463 1.517 -0.786  0.245
H3 2.454 0.178 -1.198  0.249
H4 -0.987 1.153 2.318  0.271
H5 -1.261 2.030 0.862  0.232
H6 0.059 -2.144 0.147  0.173
H7 1.689 -2.258 -0.371  0.231

***

The data favor d; the next most stable structure lies 0.621 eV above it.

***

a | One molecule with the formula C3H6O2, computed with ωB97M-V/def2-TZVPD.

Spin multiplicity: 1
Net charge: 0
SMILES: C=CCOO
HOMO in eV: -9.51
Orbital gap in eV: 10.48

Each line ends with the Mulliken charge.
Atoms and positions in Å:
C1 -0.184 -0.998 -0.249  -0.313
C2 1.015 -0.126 -0.212  -0.092
C3 1.252 0.974 0.462  -0.637
O1 -1.309 -0.446 0.493  -0.251
O2 -1.931 0.586 -0.284  -0.335
H1 -2.659 0.856 0.289  0.309
H2 -0.514 -1.179 -1.280  0.267
H3 -0.011 -1.943 0.275  0.287
H4 1.679 -0.657 -0.937  0.232
H5 0.485 1.417 1.077  0.267
H6 2.177 1.517 0.364  0.267

***

b | A 2-piece molecular cluster, C3H6O2 overall, computed with ωB97M-V/def2-TZVPD.

Spin multiplicity: 1
Net charge: 0
SMILES: CC=O.C=O
HOMO in eV: -9.97
Orbital gap in eV: 10.48

Each line ends with the Mulliken charge.
Atoms and positions in Å:
O1 2.038 4.229 0.751  -0.378
C1 1.066 3.529 0.859  -0.044
H1 0.110 4.077 0.924  0.211
H2 1.048 2.434 0.885  0.212
O2 -1.682 -3.187 0.294  -0.440
C2 -1.383 -2.406 -0.562  0.116
C3 -0.010 -2.242 -1.204  -0.777
H3 -2.203 -1.915 -1.116  0.317
H4 0.111 -1.155 -1.152  0.250
H5 0.770 -2.760 -0.658  0.271
H6 -0.093 -2.590 -2.230  0.264

***

The data favor b; the next most stable structure lies 2.315 eV above it.

***

a | A 2-piece molecular cluster, C3H6O2 overall, computed with ωB97M-V/def2-TZVPD.

Spin multiplicity: 1
Net charge: 0
SMILES: O=C[C@@H]1CO1.[H][H]
HOMO in eV: -9.88
Orbital gap in eV: 10.59

Each line ends with the Mulliken charge.
Atoms and positions in Å:
O1 0.328 -1.643 -1.419  -0.511
C1 -0.163 -1.250 -0.383  -0.220
C2 0.288 -0.057 0.321  0.325
C3 0.191 1.198 1.087  -0.199
O2 1.001 1.042 -0.092  -0.351
H1 -0.739 -0.090 -1.945  0.036
H2 -0.894 -1.803 0.231  0.314
H3 0.901 -1.038 0.752  0.129
H4 -1.095 0.465 -1.601  0.012
H5 0.750 1.187 2.023  0.228
H6 -0.567 1.989 1.027  0.237

***

b | A 2-piece molecular cluster, C3H6O2 overall, computed with ωB97M-V/def2-TZVPD.

Spin multiplicity: 1
Net charge: 0
HOMO (spin up / spin down) in eV: -9.59 / -9.59
Orbital gap (spin up / spin down) in eV: 8.58 / 8.59

Each line ends with the Mulliken charge.
Atoms and positions in Å:
C1 0.380 1.250 -0.828  -1.103
C2 0.509 -0.167 -0.328  0.761
C3 0.227 -0.448 1.062  -0.385
O1 0.351 -1.121 -1.111  -0.456
O2 -1.334 -1.383 0.336  -0.572
H1 -2.100 -1.939 0.557  0.226
H2 -0.675 1.490 -0.970  0.262
H3 0.882 1.337 -1.791  0.314
H4 0.817 1.956 -0.121  0.353
H5 0.686 -1.360 1.434  0.272
H6 0.256 0.386 1.760  0.329

***

c | One molecule with the formula C3H6O2, computed with ωB97M-V/def2-TZVPD.

Spin multiplicity: 1
Net charge: 0
SMILES: C[C@H](O)C=O
HOMO in eV: -9.89
Orbital gap in eV: 10.48

Each line ends with the Mulliken charge.
Atoms and positions in Å:
C1 0.036 0.189 -1.234  -1.040
C2 -0.308 0.012 0.238  0.444
C3 0.485 -1.039 1.081  -0.056
H1 -0.834 0.635 -1.727  0.294
H2 0.949 0.879 -1.481  0.270
H3 0.271 -0.862 -1.702  0.276
H4 -1.414 -0.162 0.240  0.224
H5 -0.787 1.954 0.914  0.321
H6 1.095 -0.619 1.953  0.298
O1 -0.021 1.189 0.999  -0.587
O2 0.529 -2.176 0.719  -0.444

***

The data favor c; the next most stable structure lies 2.785 eV above it.

***

a | One molecule with the formula C3H6O2, computed with ωB97M-V/def2-TZVPD.

Spin multiplicity: 1
Net charge: 0
SMILES: COC(C)=O
HOMO in eV: -10.50
Orbital gap in eV: 11.42

Each line ends with the Mulliken charge.
Atoms and positions in Å:
C1 0.961 1.174 1.030  -0.584
C2 -0.122 -0.367 -0.274  0.740
C3 -1.401 -0.739 -0.978  -0.871
H1 1.660 1.374 0.198  0.278
H2 0.724 2.132 1.527  0.225
H3 1.339 0.428 1.710  0.280
H4 -1.229 -1.486 -1.840  0.277
H5 -2.106 -1.177 -0.200  0.243
H6 -1.945 0.193 -1.359  0.279
O1 -0.323 0.727 0.490  -0.310
O2 0.940 -0.961 -0.329  -0.558

***

b | A 2-piece molecular cluster, C3H6O2 overall, computed with ωB97M-V/def2-TZVPD.

Spin multiplicity: 1
Net charge: 0
SMILES: CC=O.C=O
HOMO in eV: -9.97
Orbital gap in eV: 10.76

Each line ends with the Mulliken charge.
Atoms and positions in Å:
O1 -0.427 1.798 0.637  -0.402
C1 -1.112 1.601 -0.330  -0.146
H1 -0.817 1.821 -1.363  0.287
H2 -2.147 1.226 -0.146  0.257
O2 0.238 -0.831 -1.559  -0.484
C2 0.920 -0.600 -0.591  0.070
C3 0.508 -1.171 0.754  -0.838
H3 1.799 0.054 -0.646  0.370
H4 -0.565 -1.363 0.764  0.273
H5 0.958 -2.140 0.972  0.324
H6 0.644 -0.392 1.508  0.289

***

The data favor a; the next most stable structure lies 1.394 eV above it.

***

a | One molecule with the formula C3H6O2, computed with ωB97M-V/def2-TZVPD.

Spin multiplicity: 1
Net charge: 0
SMILES: CC(=O)CO
HOMO in eV: -9.80
Orbital gap in eV: 10.72

Each line ends with the Mulliken charge.
Atoms and positions in Å:
C1 -1.526 0.068 -0.121  -0.987
C2 -0.184 -0.278 0.484  0.660
O1 -0.054 -0.432 1.682  -0.540
C3 1.082 -0.287 -0.376  -0.379
O2 1.782 0.909 -0.094  -0.495
H1 -2.280 -0.643 0.229  0.323
H2 -1.509 0.093 -1.213  0.305
H3 -1.817 1.057 0.252  0.259
H4 0.878 -0.294 -1.450  0.269
H5 1.676 -1.178 -0.120  0.254
H6 1.850 0.951 0.870  0.333

***

b | One molecule with the formula C3H6O2, computed with ωB97M-V/def2-TZVPD.

Spin multiplicity: 1
Net charge: 0
SMILES: OC[C@@H]1CO1
HOMO in eV: -10.14
Orbital gap in eV: 11.14

Each line ends with the Mulliken charge.
Atoms and positions in Å:
C1 1.241 0.486 0.007  -0.351
C2 -0.453 0.532 -0.139  -0.028
C3 -1.487 -0.451 0.411  -0.277
H1 1.106 -1.415 -0.485  0.319
H2 1.640 0.966 -0.932  0.259
H3 1.463 0.953 1.002  0.260
H4 -0.822 1.594 -0.448  0.257
H5 -2.548 -0.222 0.323  0.290
H6 -1.115 -1.191 1.299  0.192
O1 1.849 -0.800 -0.092  -0.509
O2 -0.873 -0.451 -0.946  -0.413

***

The data favor a; the next most stable structure lies 2.491 eV above it.